# 1
DFT (the ωB97M-V functional and the def2-TZVPD basis) results for 2 unconnected molecules or ions with the total composition C6H12O.

Each line ends with the natural charge from an NBO analysis.
Atoms and positions in Å:
C (-2.43154, 0.17820, 1.29516)  -0.659
C (-1.19556, 0.45778, 0.50772)  -0.138
C (-0.77280, -0.25716, -0.53814)  -0.270
C (0.54083, -0.05900, -1.18337)  -0.252
C (1.38519, 0.93909, -0.88354)  -0.137
C (2.72718, 1.05697, -1.60400)  -0.637
H (-3.07615, -0.51718, 0.72727)  0.206
H (-3.11311, 0.99813, 1.53513)  0.217
H (-2.27100, -0.33528, 2.23595)  0.240
H (-0.69599, 1.34133, 0.88945)  0.194
H (-1.44558, -0.97141, -0.99719)  0.208
H (0.95729, -0.77545, -1.87848)  0.203
H (1.19360, 1.84779, -0.33557)  0.192
H (2.62020, 1.93241, -2.25079)  0.215
H (3.42030, 1.36022, -0.81437)  0.211
H (3.07436, 0.16394, -2.10751)  0.211
O (-0.48280, -2.31972, 2.07764)  -0.958
H (0.03044, -3.14038, 2.08267)  0.474
H (-0.46486, -1.90028, 1.24198)  0.481

For the total energy, the calculation gives -8462.57482 eV. As for the LUMO energy: 0.95 eV. The HOMO energy is -8.40 eV. As for the HOMO-LUMO gap: 9.344 eV. As for the SMILES: C/C=C/C=C/C.O. The value obtained for the energy relative to the best compared isomer or geometry (same formula, charge and spin) is 1.7791 eV. Its maximum force is 0.04282 Eh/bohr.

# 2
DFT (the ωB97M-V functional and the def2-TZVPD basis) results for a molecular structure, C6H12O.

Each line ends with the natural charge from an NBO analysis.
Atoms and positions in Å:
C (-1.19002, 1.38654, 0.13404)  -0.389
C (-1.63292, 0.81708, -1.09876)  -0.383
O (-0.17340, -0.51976, -1.51169)  -0.677
C (0.85422, -0.10309, -0.88455)  0.282
C (0.88939, 0.51480, 0.82709)  -0.531
C (1.46072, -0.77428, 0.29433)  -0.314
C (0.72303, -2.01673, 0.74723)  -0.600
H (-0.72656, 2.36433, 0.15868)  0.237
H (-1.57744, 0.98005, 1.05934)  0.230
H (-2.37991, 1.69730, -0.47664)  0.278
H (-1.44234, 1.32764, -2.03371)  0.241
H (-2.28600, -0.04478, -1.10019)  0.250
H (1.49189, 0.66799, -1.35298)  0.135
H (0.29924, 0.39486, 1.73267)  0.203
H (1.58401, 1.35203, 0.88939)  0.205
H (2.54915, -0.87323, 0.28949)  0.204
H (0.86804, -2.84559, 0.04711)  0.216
H (1.04975, -2.33111, 1.74473)  0.204
H (-0.35267, -1.81494, 0.78580)  0.207

For the total energy, the calculation gives -8458.62649 eV. As for the LUMO energy: 0.87 eV. The HOMO energy is -7.84 eV. As for the HOMO-LUMO gap: 8.703 eV. The value obtained for the energy relative to the best compared isomer or geometry (same formula, charge and spin) is 5.7274 eV. Its maximum force is 0.00733 Eh/bohr.

# 3
DFT (the ωB97M-V functional and the def2-TZVPD basis) results for C6H12O in the gas phase.

Each line ends with the natural charge from an NBO analysis.
Atoms and positions in Å:
C (-0.27149, -2.24379, -0.34873)  -0.401
C (-0.59750, -0.89185, -0.64229)  0.043
O (-1.94581, -0.61633, -0.90729)  -0.706
C (-0.15784, -0.02132, 0.75942)  -0.316
C (1.26779, -0.49724, 0.93901)  -0.575
C (-0.17254, 1.37681, 0.64762)  -0.100
C (0.30079, 2.11849, -0.56151)  -0.679
H (0.99733, -1.66111, 0.58624)  0.222
H (0.36297, -2.79835, -1.02967)  0.202
H (-0.99920, -2.82891, 0.20691)  0.203
H (0.08488, -0.46410, -1.39261)  0.156
H (-2.08179, 0.32889, -0.73018)  0.466
H (-0.77067, -0.40447, 1.58541)  0.219
H (1.98822, -0.03559, 0.25029)  0.203
H (1.62047, -0.28325, 1.95609)  0.215
H (-0.70316, 1.98861, 1.37847)  0.189
H (0.92058, 1.51847, -1.23356)  0.212
H (0.82603, 3.05052, -0.32945)  0.227
H (-0.60214, 2.41107, -1.12100)  0.219

For the total energy, the calculation gives -8459.35735 eV. As for the LUMO energy (spin up / spin down): 0.41 / -0.13 eV. The HOMO energy (spin up / spin down) is -8.08 / -7.45 eV. As for the HOMO-LUMO gap (spin up / spin down): 8.487 / 7.312 eV. The value obtained for the energy relative to the best compared isomer or geometry (same formula, charge and spin) is 4.9966 eV. Its maximum force is 0.04796 Eh/bohr.